This record from the OMol25 dataset describes a 3-piece molecular cluster, C19H29F16N3O4 overall in a non-equilibrium geometry. The level of theory is ωB97M-V/def2-TZVPD.

Geometry as XYZ:
```
71
Properties=species:S:1:pos:R:3:forces:R:3
N -2.343 -2.226 -2.225 0.2 -0.1 0.0
C -1.008 -2.236 -2.845 0.0 0.3 -0.1
C -0.457 -0.827 -3.071 -0.6 0.2 -0.2
C -0.871 -0.266 -4.441 -0.1 0.0 0.4
C -0.305 1.117 -4.750 1.0 -0.1 -0.1
C 1.243 1.130 -4.655 -1.1 -0.5 -0.6
O 1.712 1.573 -3.383 0.7 0.2 0.0
C 1.876 2.911 -3.264 -0.2 1.0 -0.3
O 1.384 3.710 -4.023 0.1 -0.6 0.2
N 2.715 3.303 -2.171 -0.4 -1.1 -0.2
C 2.088 3.017 -0.863 -0.3 0.4 0.6
C 0.994 4.024 -0.457 0.4 0.0 0.0
C 1.085 5.394 -1.114 -0.8 0.4 -0.1
N -0.024 6.263 -0.639 0.3 -0.1 0.0
H -2.613 -3.192 -2.069 -0.2 0.1 0.0
H -3.027 -1.833 -2.864 0.0 -0.1 -0.1
H -0.341 -2.778 -2.175 -0.1 -0.1 0.0
H -1.029 -2.748 -3.815 0.2 -0.2 0.1
H 0.625 -0.828 -2.952 0.1 0.0 -0.1
H -0.874 -0.158 -2.313 0.2 -0.1 0.2
H -1.965 -0.218 -4.471 0.0 0.0 -0.1
H -0.567 -0.988 -5.205 0.0 0.1 -0.1
H -0.670 1.883 -4.069 -0.2 0.0 -0.1
H -0.542 1.407 -5.774 -0.3 0.1 0.1
H 1.574 0.101 -4.791 0.3 0.0 0.3
H 1.684 1.699 -5.470 0.0 0.4 0.2
H 3.515 2.674 -2.229 0.0 0.1 0.1
H 2.873 3.070 -0.119 0.2 0.1 -0.1
H 1.677 2.005 -0.787 0.1 -0.1 -0.2
H -0.003 3.597 -0.584 0.0 0.1 -0.3
H 1.111 4.193 0.618 -0.1 -0.1 0.1
H 2.041 5.873 -0.907 0.1 -0.1 0.1
H 0.991 5.340 -2.197 0.2 -0.2 0.0
H -0.540 5.794 0.096 0.0 0.1 0.1
H -0.680 6.420 -1.392 0.0 0.0 0.0
C -2.863 -3.843 2.498 -0.2 -0.5 -0.4
C -2.426 -2.855 3.606 -0.2 0.2 -0.6
C -3.467 -2.383 4.636 0.1 -0.2 0.4
F -4.498 -1.734 4.086 -0.2 0.1 -0.6
F -2.863 -1.532 5.495 0.2 0.0 0.0
F -1.815 -1.791 3.038 -0.2 0.1 0.0
F -1.482 -3.513 4.337 -0.1 -0.1 0.0
O -3.167 -3.376 1.177 0.1 0.7 0.4
C -4.398 -2.889 0.773 0.3 -0.6 0.5
C -4.329 -1.419 0.329 0.1 0.5 -0.4
F -3.825 -0.625 1.291 0.0 -0.2 0.5
F -5.576 -0.968 0.043 -0.1 -0.3 0.1
F -5.343 -3.115 1.704 0.0 0.2 0.1
F -4.757 -3.596 -0.321 0.0 0.0 -0.1
H -1.978 -4.455 2.330 0.0 0.1 0.0
H -3.629 -4.525 2.865 -0.2 0.2 0.1
H -3.849 -3.235 5.205 0.1 -0.1 0.0
H -3.700 -1.324 -0.560 0.0 -0.2 0.1
C 2.921 -2.023 2.907 0.1 -0.4 -0.4
C 2.186 -1.311 4.070 0.6 0.4 -0.1
C 0.945 -0.454 3.765 -0.3 -0.2 0.1
F 1.218 0.575 2.945 0.4 0.1 -0.3
F 0.483 0.067 4.924 0.1 -0.1 0.1
F 3.081 -0.594 4.783 0.0 0.1 0.0
F 1.738 -2.310 4.882 -0.2 -0.1 -0.1
O 4.096 -1.439 2.327 -0.4 0.7 0.4
C 4.048 -0.521 1.298 -0.3 -0.8 0.3
C 4.582 0.864 1.697 0.2 0.1 0.0
F 3.944 1.368 2.761 -0.3 -0.1 0.2
F 4.375 1.706 0.655 0.2 -0.1 0.0
F 2.820 -0.451 0.757 -0.2 0.2 0.1
F 4.869 -0.975 0.326 0.1 0.0 0.0
H 3.301 -2.936 3.362 0.1 0.1 0.1
H 2.223 -2.345 2.135 -0.1 0.2 0.0
H 0.156 -1.057 3.320 0.1 -0.1 0.0
H 5.648 0.817 1.929 0.0 -0.1 -0.1
```
Positions in Å, forces in eV/Å.

Values from the calculation:
* F_max: 1.3 eV/A
* multiplicity: 1
* structure (SMILES): FC(F)C(F)(F)COC(F)(F)C(F)F.FC(F)C(F)(F)COC(F)(F)C(F)F.NCCCCCOC(=O)NCCCN
* HOMO-LUMO gap: 9.0 eV